No. 1
{
  "formula": "C53H39Cl4N4OPY",
  "method": "wB97M-V/def2-TZVPD",
  "total_charge": 1,
  "homo_ha": [-0.325, -0.326],
  "lumo_energy_ha": [-0.1436, -0.1441],
  "elements": ["Y", "Cl", "Cl", "Cl", "Cl", "P", "O", "N", "N", "N", "N", "C", "C", "C", "C", "C", "C", "C", "C", "C", "C", "C", "C", "C", "C", "C", "C", "C", "C", "C", "C", "C", "C", "C", "C", "C", "C", "C", "C", "C", "C", "C", "C", "C", "C", "C", "C", "C", "C", "C", "C", "C", "C", "C", "C", "C", "C", "C", "C", "C", "C", "C", "C", "C", "H", "H", "H", "H", "H", "H", "H", "H", "H", "H", "H", "H", "H", "H", "H", "H", "H", "H", "H", "H", "H", "H", "H", "H", "H", "H", "H", "H", "H", "H", "H", "H", "H", "H", "H", "H", "H", "H", "H"],
  "xyz": [[5.9884, 1.6256, 25.2829], [5.8974, 9.5586, 30.8503], [6.2538, 7.3958, 17.6862], [8.2557, -6.2771, 20.3111], [7.8479, -3.2909, 33.1851], [2.6367, 0.2047, 25.3838], [4.0937, 0.7801, 25.5420], [6.5111, 3.8741, 24.9735], [6.7313, 2.2435, 27.4294], [7.3112, -0.1375, 25.6499], [7.0764, 1.4816, 23.2069], [6.3032, 8.3253, 28.4908], [5.6426, 5.9584, 25.2083], [12.4969, 2.9446, 26.7347], [11.6175, 3.1350, 24.5427], [6.2505, 4.7195, 27.3403], [7.0979, 6.8825, 20.1662], [7.1797, -1.1731, 24.6818], [6.1841, 5.0014, 18.9050], [5.4610, 5.8141, 29.5318], [8.0845, 0.6002, 21.2985], [7.6995, -2.3699, 21.0735], [6.2132, 4.8467, 25.9232], [7.2226, 6.0570, 21.2771], [7.8199, -2.2050, 22.4837], [6.7239, -2.1200, 26.7207], [6.4264, 7.1656, 27.7548], [2.1123, 0.2166, 23.6921], [7.5571, 0.2946, 22.6135], [2.5654, -1.5876, 25.8022], [7.2841, 2.5362, 22.2484], [5.7218, 5.7007, 23.8206], [7.5850, 2.0909, 29.5610], [12.4051, 2.4518, 25.4231], [6.8066, -2.3604, 25.3656], [7.5012, -0.9999, 23.2642], [6.5057, 6.3420, 18.9741], [6.7916, 4.7079, 21.2221], [5.8956, 8.1648, 29.8352], [6.6876, -1.3528, 31.7950], [8.0566, -3.5379, 20.4043], [6.3506, 4.4136, 23.6793], [6.0151, 5.8781, 28.2213], [7.1204, -1.0229, 29.3956], [5.3690, 6.9380, 30.3303], [7.3291, 3.4185, 29.3096], [6.8484, 3.8846, 22.4627], [8.1877, -3.3992, 23.1645], [8.0131, -2.9544, 30.5067], [7.1495, 1.3406, 28.3989], [11.7843, 4.0966, 27.0664], [7.9643, 1.9688, 21.1138], [6.6201, 3.4800, 27.9930], [6.4783, -0.6569, 30.6193], [8.2305, -4.6458, 22.5513], [8.1921, -4.7548, 21.1139], [6.1962, 4.2153, 20.0252], [7.4377, -2.5161, 31.7250], [7.1747, -0.1079, 28.1993], [11.0055, 4.7672, 26.1827], [7.1268, -0.7545, 26.9272], [7.8496, -2.2313, 29.3636], [1.4787, 1.0378, 26.3732], [10.9333, 4.3143, 24.8890], [6.5575, 9.3458, 28.1528], [11.5502, 2.7855, 23.4980], [6.6065, -3.2636, 24.8439], [3.4771, -2.1059, 25.3924], [5.8191, 3.1777, 20.0777], [0.4632, 0.8368, 25.9155], [7.9619, 1.6501, 30.4646], [2.1615, 1.2384, 23.2916], [2.5474, -0.5420, 22.9900], [6.3722, -2.7813, 27.5112], [4.8449, 6.9381, 31.2418], [13.2575, 2.5226, 27.3755], [1.6125, 2.0924, 26.3248], [8.4801, -0.1206, 20.5997], [7.4425, 7.9238, 20.1365], [2.5297, -1.6073, 26.8467], [10.5610, 5.7342, 26.4674], [4.9526, 4.8777, 29.8056], [11.8367, 4.4346, 28.1161], [8.4047, -2.5834, 28.5199], [7.2462, -1.5650, 20.5181], [8.4536, -3.3912, 24.1924], [5.8742, 0.2428, 30.6588], [8.3397, -5.4671, 23.2229], [1.0472, -0.1192, 23.6681], [7.5790, 6.4650, 22.2353], [6.9536, 7.2343, 26.8345], [5.4077, 6.9208, 25.6263], [10.2877, 4.8143, 24.1473], [1.7240, -2.0187, 25.3103], [7.8030, 4.3053, 29.8096], [8.0705, -3.5996, 19.3259], [8.5398, -3.8555, 30.4121], [6.3463, -0.9848, 32.7590], [8.1285, 2.4753, 20.1632], [12.9542, 1.5777, 25.1210], [5.2093, 6.1690, 23.0004], [5.7719, 4.6597, 17.9497], [1.4068, 0.6591, 27.3972]]
}



No. 2
{
  "formula": "C3H10OS",
  "method": "wB97M-V/def2-TZVPD",
  "total_charge": 0,
  "homo_ha": -0.323,
  "smiles": "CCO.CS",
  "lumo_energy_ha": 0.0319,
  "elements": ["S", "O", "C", "C", "C", "H", "H", "H", "H", "H", "H", "H", "H", "H", "H"],
  "xyz": [[0.6881, -2.7320, 1.1932], [0.8604, 1.1924, -0.6004], [-1.5671, 0.7469, -0.7303], [0.8028, -0.9640, 1.6904], [-0.2274, 0.8746, -1.4783], [-2.0292, -0.2214, -0.8947], [-0.2588, 1.5479, -2.3336], [-1.3557, 0.8970, 0.3252], [-0.1731, -0.5078, 1.5865], [0.0282, -0.1056, -1.8854], [0.8649, 2.1621, -0.5248], [-2.2980, 1.4782, -1.0820], [1.5152, -0.4985, 1.0205], [1.1496, -0.9649, 2.7200], [2.0001, -2.9050, 0.9938]]
}



No. 3
{
  "formula": "CH5O2",
  "method": "wB97M-V/def2-TZVPD",
  "total_charge": 1,
  "homo_ha": -0.662,
  "lumo_energy_ha": -0.2186,
  "elements": ["O", "O", "C", "H", "H", "H", "H", "H"],
  "xyz": [[0.1253, -1.2522, -0.6966], [-0.4092, 0.3929, 0.9661], [-0.0648, 1.4134, 0.3887], [-0.6345, 2.2620, 0.7344], [-0.5931, -1.9309, -0.7169], [0.6121, 1.4947, -0.4420], [0.0564, -0.5355, 0.5883], [0.9078, -1.8444, -0.8221]]
}



No. 4
{
  "formula": "C3H6N2O",
  "method": "wB97M-V/def2-TZVPD",
  "total_charge": 0,
  "homo_ha": [-0.267, -0.364],
  "multiplicity": 3,
  "lumo_energy_ha": [0.0451, -0.0197],
  "elements": ["O", "N", "N", "C", "C", "C", "H", "H", "H", "H", "H", "H"],
  "xyz": [[-0.2277, 0.8700, 0.8642], [-0.5234, -0.8543, 2.2161], [-0.9069, -0.3378, 1.0686], [0.3727, -1.0239, -1.1505], [0.4606, 0.2470, -1.3294], [-0.3559, 1.3412, -0.4943], [-1.3740, 1.2683, -0.7971], [-0.0095, 2.3911, -0.5055], [-0.5114, -1.4918, -0.7465], [0.4171, -0.5467, 2.4094], [1.3339, 0.6665, -1.8631], [-0.6894, -1.9106, 2.1146]]
}



Q: Which relative energy (zero: lowest compared OMol25 entry of this formula, charge and spin) values were calculated for the entries above? A: 0.0; 64.4; 34.8; 229.9, in kJ/mol.
Q: Which E values were calculated for the entries above? A: -4557.69538; -593.69259; -191.25479; -302.40242, in Ha.